37
Properties=species:S:1:pos:R:3:forces:R:3:mulliken_charge:R:1 method="wB97M-V/def2-TZVPD" total_charge=0 smiles="O=C(O)CCC(=O)NC1CCCCCCC1" orbital_gap_ev=8.501 mol_weight_g_mol=227.3
O -2.0799 0.2791 2.1649 2.666 3.255 4.282 -0.583
C -1.3948 0.9082 3.0653 -1.630 -2.499 -3.945 0.539
O -1.7142 2.1385 3.5380 3.131 -2.620 2.016 -0.422
C 0.0114 0.3841 3.5149 -6.372 -8.036 1.299 -0.530
C 1.0677 0.9666 2.8271 2.296 -2.212 -2.510 -1.246
C 0.9079 1.0384 1.2905 0.226 -10.027 5.928 0.480
O 0.8441 2.0656 0.8530 -0.572 8.051 -5.538 -0.479
N 0.7591 -0.2737 0.6626 1.252 11.877 0.394 -0.073
C 0.8269 -0.2103 -0.6847 -6.762 -7.541 -0.161 -0.542
C -0.8375 -0.9830 -0.8282 3.303 2.157 -2.532 -0.993
C -1.4684 -0.6190 -2.1074 -1.954 5.795 2.589 -0.485
C -1.2166 -1.3744 -3.2679 -8.938 -1.850 -4.322 -0.584
C 0.0192 -1.8554 -3.7387 0.172 5.633 -7.513 -1.055
C 0.9639 -0.7435 -3.8041 1.702 4.511 3.097 -0.678
C 2.0745 -0.7760 -2.7453 -4.727 2.624 3.866 -1.708
C 1.7536 -1.1204 -1.2642 -1.753 -1.582 -6.675 -1.681
H -2.3156 2.5470 2.9979 -2.816 1.407 -2.282 0.341
H -0.0840 -0.9146 3.2962 0.044 3.581 0.051 0.218
H 0.0071 0.2064 4.5930 0.564 1.189 0.144 0.518
H 1.0074 1.8294 3.3079 1.120 5.034 0.822 0.363
H 1.9606 0.4489 3.1004 0.924 -0.167 0.091 0.407
H 0.8949 -1.0181 1.1235 1.238 -6.719 4.314 0.182
H 0.7399 0.6742 -1.0883 -0.155 4.758 -1.820 1.107
H -1.3158 -0.5117 -0.0289 -0.795 -0.127 1.387 0.305
H -0.5702 -2.0075 -0.8436 -0.112 -1.171 0.912 0.609
H -2.5626 -0.3506 -1.9144 0.771 -1.485 -0.552 0.400
H -1.2793 0.5345 -2.2833 0.570 -1.778 0.078 0.303
H -1.8684 -2.3663 -3.1837 0.805 1.673 0.032 0.206
H -1.9791 -0.7452 -4.1062 2.611 -1.850 1.603 0.196
H 0.0124 -2.0982 -4.8221 -0.718 -1.315 0.961 0.239
H 0.3066 -2.4754 -3.1072 3.066 -6.464 4.883 0.728
H 0.5438 0.2431 -3.5397 -1.034 -0.361 -0.504 0.242
H 1.5010 -0.4636 -4.6696 0.245 -0.568 -1.615 0.549
H 2.6781 0.0586 -2.6789 0.355 3.151 -0.117 0.775
H 2.7076 -1.2367 -3.2475 6.161 -6.178 -3.086 0.879
H 1.7020 -2.1864 -1.3029 -1.690 -1.079 0.771 0.596
H 2.5129 -1.0315 -0.7055 6.803 0.933 3.651 0.876



13
Properties=species:S:1:pos:R:3:forces:R:3:mulliken_charge:R:1 method="wB97M-V/def2-TZVPD" total_charge=0 smiles="N[C@H]1C=NNC1" orbital_gap_ev=9.339 mol_weight_g_mol=85.1
N -1.4136 -0.3095 -0.6200 -3.723 3.610 1.589 -0.616
C -0.5980 0.0538 0.5437 0.130 1.202 -1.568 0.294
C 0.1076 -1.1755 0.7631 3.795 -7.465 -4.192 -0.416
N 1.1425 -1.3103 -0.2022 -3.768 5.191 4.483 -0.372
N 1.3031 0.1560 -0.5709 -2.087 -3.464 1.041 -0.246
C 0.5288 1.0552 0.3233 3.236 -2.465 -0.196 -0.560
H -2.0190 0.5124 -0.8688 0.549 -1.172 0.413 0.227
H -1.1451 -0.6781 -1.4810 1.888 -0.806 -0.907 0.242
H -1.1190 0.6013 1.2637 -1.961 -0.417 1.506 0.349
H -0.3450 -2.3481 0.7735 0.746 3.642 0.900 0.307
H 2.1935 0.1702 -0.8979 3.150 1.227 -0.755 0.196
H 1.0728 1.4405 1.2922 -1.013 -1.027 -1.576 0.238
H 0.2915 1.8320 -0.3186 -0.942 1.945 -0.737 0.357



26
Properties=species:S:1:pos:R:3:forces:R:3:mulliken_charge:R:1 method="wB97M-V/def2-TZVPD" total_charge=0 orbital_gap_ev=10.291 mol_weight_g_mol=338.3
Cl 0.6448 -3.7281 1.0769 0.071 -0.184 0.151 -0.347
Cl -1.5340 0.1252 -3.5750 -0.193 -0.060 0.141 -0.369
Cl -2.4034 1.7284 2.5792 -0.677 0.273 0.759 -0.355
Cl 3.3652 2.0122 0.2130 -0.730 -0.315 -0.531 -0.374
C -0.2954 -1.8123 -1.3263 -0.308 0.653 1.898 -0.596
C -0.8907 -1.0114 1.7113 1.259 -0.382 -0.422 -0.290
C -2.0988 0.7230 -0.3910 2.942 1.080 -0.652 -0.492
C 1.9073 -0.7575 0.5751 -1.462 0.318 -1.805 -0.680
C 0.7939 1.0702 -1.8443 0.402 -0.291 1.486 -0.313
C 0.3646 1.7942 1.1903 -0.847 -1.367 -1.811 -0.598
Si 0.3281 -1.7740 0.5091 -0.041 -0.205 -0.983 0.110
Si -0.7388 0.0078 -1.6343 -2.079 -0.586 -1.458 0.051
Si -1.2149 0.7586 1.2564 0.128 0.340 -0.188 0.038
Si 1.4884 0.9952 -0.0886 2.067 0.620 1.708 0.014
H 0.5875 -2.0896 -1.8480 0.975 -0.011 -0.828 0.309
H -1.0077 -2.6379 -1.5289 -0.052 0.878 0.292 0.393
H -1.7526 -1.6943 1.6874 0.151 0.359 0.569 0.363
H -0.1706 -1.1408 2.5528 -1.132 0.122 0.261 0.198
H -2.3391 1.7718 -0.6826 0.111 -0.709 0.046 0.282
H -2.9853 0.1755 -0.2345 -1.074 -0.937 -0.313 0.419
H 2.4146 -0.7319 1.4995 0.121 0.423 1.481 0.465
H 2.6672 -1.1650 -0.0600 0.353 -0.481 -0.865 0.384
H 1.5252 0.5553 -2.5275 -0.887 0.772 0.372 0.296
H 0.4706 2.1100 -2.1027 0.549 -0.901 -0.051 0.310
H 0.1561 2.7746 0.8188 -0.532 0.808 -0.338 0.345
H 0.7178 1.9409 2.1741 0.887 -0.217 1.083 0.439